{
  "formula": "C39H57N5P2SSc",
  "method": "wB97M-V/def2-TZVPD",
  "total_charge": 1,
  "multiplicity": 1,
  "lumo_energy_ev": -2.439,
  "energy_ha": -3635.6169,
  "largest_force_ev_per_a": 0.8,
  "symbols": ["Sc", "C", "C", "N", "C", "C", "N", "C", "C", "N", "H", "H", "H", "H", "H", "H", "H", "H", "H", "H", "H", "H", "H", "H", "H", "C", "C", "C", "P", "C", "C", "C", "C", "C", "C", "C", "C", "C", "N", "C", "C", "C", "C", "C", "C", "P", "C", "C", "C", "C", "C", "C", "H", "H", "H", "H", "H", "H", "H", "H", "H", "H", "H", "H", "H", "H", "H", "H", "H", "H", "H", "H", "H", "H", "H", "H", "H", "H", "H", "H", "H", "H", "H", "H", "H", "H", "H", "H", "S", "C", "C", "C", "C", "C", "C", "C", "C", "C", "N", "H", "H", "H", "H", "H", "H"],
  "positions_angstrom": [[-0.355, 0.934, 0.552], [-0.391, 2.141, -2.442], [-1.748, 1.459, -2.442], [-1.990, 0.686, -1.203], [-3.398, 0.781, -0.762], [-3.803, 2.241, -0.441], [-2.680, 3.053, 0.003], [-2.168, 4.115, -0.850], [-0.642, 4.088, -0.925], [-0.076, 2.737, -1.133], [0.379, 1.403, -2.643], [-0.354, 2.883, -3.246], [-2.542, 2.189, -2.551], [-1.814, 0.810, -3.312], [-1.793, -0.292, -1.421], [-4.067, 0.387, -1.532], [-3.509, 0.151, 0.125], [-4.289, 2.692, -1.308], [-4.559, 2.203, 0.342], [-2.828, 3.390, 0.940], [-2.592, 4.031, -1.851], [-2.457, 5.105, -0.490], [-0.321, 4.753, -1.734], [-0.223, 4.474, 0.004], [0.930, 2.864, -1.108], [2.653, -3.314, -3.297], [1.197, -3.208, -2.850], [0.982, -3.998, -1.558], [0.514, -1.462, -2.780], [0.337, -1.223, -4.653], [0.456, 0.160, -5.300], [-1.030, -1.827, -5.003], [1.972, -0.473, -2.182], [3.002, -0.086, -3.047], [4.133, 0.585, -2.616], [4.286, 0.858, -1.266], [3.298, 0.466, -0.380], [2.127, -0.171, -0.799], [1.160, -0.561, 0.179], [1.549, -1.630, 1.016], [2.821, -2.232, 0.981], [3.098, -3.388, 1.693], [2.123, -4.013, 2.458], [0.883, -3.404, 2.544], [0.600, -2.214, 1.875], [-0.889, -1.250, 2.190], [-0.680, -0.795, 3.979], [0.647, -0.022, 4.080], [-0.678, -1.886, 5.050], [-2.372, -2.306, 1.860], [-2.856, -3.283, 2.927], [-2.132, -3.012, 0.519], [2.915, -4.368, -3.433], [3.319, -2.904, -2.535], [2.859, -2.801, -4.239], [0.557, -3.654, -3.617], [1.688, -3.686, -0.786], [1.151, -5.062, -1.745], [-0.027, -3.877, -1.161], [1.083, -1.870, -5.114], [-0.229, 0.892, -4.866], [0.198, 0.076, -6.359], [1.454, 0.579, -5.252], [-1.213, -2.768, -4.478], [-1.849, -1.148, -4.749], [-1.093, -2.029, -6.075], [2.942, -0.354, -4.088], [4.906, 0.859, -3.323], [5.182, 1.347, -0.903], [3.434, 0.620, 0.684], [3.599, -1.827, 0.352], [4.090, -3.820, 1.623], [2.328, -4.938, 2.981], [0.111, -3.864, 3.147], [-1.503, -0.110, 4.180], [1.487, -0.722, 4.074], [0.680, 0.544, 5.014], [0.799, 0.683, 3.266], [0.156, -2.575, 4.918], [-1.601, -2.458, 5.099], [-0.542, -1.402, 6.022], [-3.164, -1.566, 1.709], [-2.088, -4.009, 3.202], [-3.708, -3.842, 2.529], [-3.193, -2.772, 3.827], [-1.456, -3.859, 0.652], [-1.678, -2.351, -0.226], [-3.075, -3.388, 0.114], [-1.830, 3.541, 4.147], [-3.083, 2.420, 3.867], [-2.779, 1.567, 2.850], [-1.507, 1.809, 2.227], [-0.899, 2.863, 2.848], [0.408, 3.387, 2.467], [0.950, 4.549, 3.016], [2.162, 5.021, 2.561], [2.818, 4.325, 1.554], [2.230, 3.177, 1.071], [1.058, 2.692, 1.509], [-3.972, 2.438, 4.486], [-3.463, 0.776, 2.549], [0.406, 5.075, 3.790], [2.588, 5.927, 2.975], [3.766, 4.658, 1.154], [2.718, 2.611, 0.290]]
}


{
  "formula": "C39H58Br2Cl5KN5O17P3",
  "method": "wB97M-V/def2-TZVPD",
  "total_charge": -2,
  "multiplicity": 1,
  "lumo_energy_ev": 3.496,
  "energy_ha": -12146.8958,
  "largest_force_ev_per_a": 2.3,
  "symbols": ["K", "Br", "C", "Br", "H", "H", "C", "C", "C", "O", "P", "O", "C", "P", "O", "O", "C", "C", "C", "O", "C", "C", "C", "O", "C", "C", "C", "H", "H", "H", "H", "H", "H", "H", "H", "H", "H", "H", "H", "H", "H", "H", "H", "H", "H", "H", "H", "H", "H", "H", "H", "H", "H", "H", "H", "H", "H", "O", "C", "O", "C", "C", "C", "C", "C", "C", "O", "N", "O", "O", "N", "O", "O", "H", "H", "Cl", "C", "C", "Cl", "C", "Cl", "C", "O", "C", "Cl", "C", "Cl", "O", "P", "N", "C", "C", "C", "C", "N", "C", "C", "C", "C", "N", "C", "C", "C", "C", "H", "H", "H", "H", "H", "H", "H", "H", "H", "H", "H", "H", "H", "H", "H", "H", "H", "H", "H", "H", "H", "H", "H", "H", "O", "O"],
  "positions_angstrom": [[-0.096, 0.448, -0.285], [3.833, 3.918, -1.246], [2.967, 2.336, -0.588], [3.985, 1.587, 0.849], [2.877, 1.620, -1.393], [1.991, 2.618, -0.199], [5.182, -0.896, -3.285], [3.881, -1.622, -3.598], [4.046, -3.136, -3.631], [2.851, -1.195, -2.699], [2.529, -1.585, -1.219], [2.016, -0.462, -0.442], [1.429, -3.034, -1.217], [-0.094, -2.528, -2.081], [-0.425, -1.116, -1.934], [-1.189, -3.625, -1.667], [-1.694, -3.799, -0.329], [-1.561, -5.268, 0.034], [-3.130, -3.310, -0.281], [0.093, -2.932, -3.608], [-0.277, -4.159, -4.253], [0.613, -4.286, -5.479], [-1.744, -4.120, -4.664], [3.966, -2.136, -0.735], [4.146, -2.955, 0.425], [3.743, -2.229, 1.698], [5.609, -3.368, 0.427], [5.937, -1.152, -4.031], [5.538, -1.176, -2.294], [5.014, 0.181, -3.307], [3.518, -1.289, -4.567], [4.484, -3.500, -2.701], [4.699, -3.414, -4.460], [3.073, -3.606, -3.782], [1.185, -3.242, -0.170], [1.868, -3.916, -1.684], [-1.088, -3.208, 0.350], [-2.154, -5.878, -0.652], [-1.917, -5.433, 1.053], [-0.516, -5.578, -0.019], [-3.757, -3.919, -0.938], [-3.173, -2.270, -0.607], [-3.512, -3.373, 0.739], [-0.108, -4.996, -3.566], [0.472, -3.406, -6.107], [0.350, -5.182, -6.044], [1.665, -4.339, -5.201], [-1.910, -3.265, -5.321], [-2.376, -4.008, -3.788], [-2.012, -5.037, -5.192], [3.522, -3.851, 0.319], [4.334, -1.321, 1.826], [3.897, -2.892, 2.552], [2.689, -1.954, 1.658], [6.239, -2.479, 0.498], [5.853, -3.898, -0.495], [5.814, -4.018, 1.278], [-4.483, 0.390, 0.671], [-3.287, 0.081, 0.705], [-2.403, 0.036, -0.166], [-2.828, -0.471, 2.102], [-3.640, -1.144, 2.913], [-3.185, -1.976, 4.001], [-2.014, -2.673, 4.001], [-1.011, -2.662, 3.005], [-0.749, -1.594, 2.080], [-0.028, -1.541, 1.133], [-0.153, -3.801, 2.981], [0.792, -3.860, 2.197], [-0.377, -4.712, 3.783], [-4.110, -2.233, 5.073], [-3.743, -2.902, 6.035], [-5.242, -1.779, 4.978], [-4.698, -1.090, 2.703], [-1.877, -3.400, 4.787], [-2.884, 2.929, -6.821], [-1.647, 2.406, -5.725], [-1.429, 3.075, -4.518], [-2.398, 4.456, -4.136], [-0.445, 2.659, -3.647], [-0.221, 3.460, -2.145], [0.464, 1.573, -3.920], [1.413, 1.288, -3.157], [0.181, 0.920, -5.173], [1.204, -0.385, -5.627], [-0.834, 1.316, -6.027], [-1.097, 0.466, -7.512], [0.284, 2.527, 0.825], [-0.523, 3.166, 1.896], [-2.152, 3.329, 1.678], [-3.262, 3.176, 2.603], [-4.345, 4.023, 1.941], [-4.161, 3.685, 0.457], [-2.648, 3.468, 0.297], [0.034, 4.783, 1.872], [0.847, 5.342, 0.792], [0.353, 6.781, 0.648], [-0.047, 7.122, 2.086], [-0.715, 5.830, 2.550], [-0.255, 2.942, 3.547], [-0.972, 2.032, 4.437], [0.087, 1.089, 5.052], [1.363, 1.374, 4.252], [1.181, 2.835, 3.852], [-2.987, 3.527, 3.600], [-3.607, 2.137, 2.668], [-4.151, 5.084, 2.130], [-5.341, 3.775, 2.311], [-4.532, 4.468, -0.206], [-4.680, 2.754, 0.235], [-2.161, 4.327, -0.177], [-2.436, 2.584, -0.304], [0.747, 4.769, -0.127], [1.910, 5.347, 1.073], [-0.522, 6.815, -0.006], [1.121, 7.441, 0.243], [-0.707, 7.988, 2.167], [0.854, 7.307, 2.677], [-1.774, 5.818, 2.249], [-0.677, 5.694, 3.636], [-1.742, 1.489, 3.898], [-1.466, 2.615, 5.224], [-0.218, 0.043, 4.998], [0.235, 1.343, 6.105], [1.386, 0.766, 3.346], [2.275, 1.200, 4.825], [1.780, 3.121, 2.989], [1.433, 3.502, 4.690], [-0.804, 0.778, 1.947], [-1.456, -0.383, 2.502]]
}


So what do the calculations give for ΔE to the lowest compared entry with this formula, charge and spin? Going down the list: 44.3, 231.9 kJ/mol.
So what do the calculations give for gap between HOMO and LUMO? Going down the list: 0.26684, 0.21971 Ha.